C19H28N2O | ωB97M-V/def2-TZVPD

Calculated values
**LUMO level**: 0.0284 Eh
**Energy relative to the best compared isomer or geometry (same formula, charge and spin)**: 3.024 eV
**HOMO energy**: -8.9 eV
**SMILES**: CC[C@H]1CC[C@H](C(=O)NC[C@H]2NCCc3ccccc32)CC1

```
! wB97M-V def2-TZVPD RIJCOSX def2/J DEFGRID3
* xyz 0 1
O -0.835 0.257 2.036
N 2.707 -1.272 -0.788
N 0.702 -0.044 0.482
C -1.507 1.288 0.032
C 3.638 -0.159 -0.523
C 1.467 -0.947 1.361
C -0.442 0.592 0.946
C -5.850 2.463 -3.198
C -2.662 1.924 0.825
C 5.675 -2.577 1.840
C 3.136 -3.576 2.122
C 5.433 -3.645 2.685
C -3.654 2.705 -0.071
C -2.145 0.402 -1.041
C 4.603 -1.931 1.145
C 4.151 -4.103 2.861
C 4.841 -0.651 0.370
C -5.100 2.990 -2.047
C 3.308 -2.552 1.320
C -4.312 1.938 -1.224
C -3.157 1.186 -1.984
C 2.244 -1.926 0.521
H -3.713 0.458 -2.483
H -1.346 -0.034 -1.676
H -2.515 -0.522 -0.662
H 3.209 0.552 0.051
H 6.153 -4.031 3.455
H 1.998 -0.377 2.152
H -4.974 1.168 -0.764
H 6.602 -2.162 1.615
H -5.928 3.431 -1.534
H 0.806 -1.626 1.954
H -4.368 3.712 -2.461
H 5.095 0.199 1.057
H 0.948 0.019 -0.515
H -2.609 1.882 -2.759
H -3.099 3.558 -0.479
H -4.384 2.964 0.579
H 4.002 -4.951 3.563
H 3.187 -2.018 -1.377
H -6.715 1.965 -2.840
H -3.207 1.087 1.320
H 1.575 -2.730 0.072
H 5.760 -0.810 -0.275
H -2.321 2.542 1.682
H 3.930 0.075 -1.557
H -6.235 3.289 -3.832
H -0.882 2.127 -0.408
H 2.073 -3.918 2.268
H -5.284 1.787 -3.816
*
```